{"formula": "C4H12O", "method": "ωB97M-V with the def2-TZVPD basis set", "smiles": "CCC.CO", "e_lumo_ha": 0.0332, "de_lowest_ev": 0.728, "homo_lumo_gap_ev": 11.4, "total_charge": 0, "e_homo_ev": -10.50, "elements": ["C", "O", "H", "H", "H", "H", "C", "C", "C", "H", "H", "H", "H", "H", "H", "H", "H"], "xyz": [[-2.842404, 0.055414, -1.610469], [-1.460668, -0.331945, -1.574129], [-1.157515, -0.390855, -2.487685], [-3.307678, -0.276556, -2.538742], [-2.929989, 1.122000, -1.431780], [-3.329243, -0.483396, -0.801704], [1.327699, 0.613390, 0.730822], [1.490130, 0.234725, 2.195891], [1.222422, -0.621418, -0.177787], [0.469382, 1.256273, 0.570681], [2.185156, 1.199915, 0.389099], [2.143998, 0.956237, 2.692115], [1.982482, -0.725709, 2.369265], [2.094761, -1.245625, 0.041866], [0.387719, -1.241922, 0.134859], [0.531437, 0.207880, 2.717815], [1.192309, -0.328412, -1.220119]], "forces_ev_per_angstrom": [[0.56, -0.68, 0.27], [-0.32, 0.08, -0.42], [0.08, 0.04, 0.26], [-0.12, 0.33, -0.05], [-0.21, 0.20, -0.22], [-0.13, 0.08, 0.12], [0.34, -0.49, -0.63], [0.20, 0.36, 0.42], [0.51, 0.08, 1.15], [-0.28, 0.10, 0.13], [0.07, -0.02, 0.12], [-0.27, 0.11, 0.17], [-0.10, -0.09, -0.36], [0.17, 0.09, -0.42], [-0.39, 0.11, -0.41], [0.07, -0.01, 0.02], [-0.16, -0.28, -0.15]]}